Record 1
Below is a structure of composition C38H54BGaN4P2Se at a distorted geometry, with properties calculated with ωB97M-V/def2-TZVPD.

Properties
Relative energy (zero: lowest compared OMol25 entry of this formula, charge and spin) ... 161.3 kJ/mol
Strongest force on any atom ... 0.026 Eh/bohr
Gap between HOMO and LUMO ... 5.9 eV
Multiplicity ... 1
LUMO level ... -0.71 eV

Positions of all 101 atoms, in Å:
Ga  -0.008  0.806  0.032
C  -2.277  0.007  3.803
C  -1.962  -1.483  3.556
C  -3.176  -2.120  2.869
C  -1.675  -2.162  4.894
P  -0.576  -1.450  2.282
C  0.816  -0.716  3.294
N  1.839  -0.178  2.410
B  1.674  0.508  1.166
N  2.955  0.565  0.556
C  3.329  0.969  -0.788
P  1.875  1.660  -1.737
C  2.221  3.507  -1.657
C  3.412  3.959  -2.495
C  0.944  4.227  -2.096
C  2.459  3.828  -0.173
C  2.140  0.913  -3.436
C  1.136  1.582  -4.385
C  1.758  -0.568  -3.263
C  3.559  1.008  -3.994
C  3.874  -0.024  1.417
C  5.236  -0.234  1.271
C  5.910  -0.878  2.299
C  5.242  -1.288  3.448
C  3.877  -1.081  3.600
C  3.192  -0.455  2.571
C  0.040  -3.199  1.866
C  -0.750  -3.619  0.619
C  1.521  -3.125  1.479
C  -0.136  -4.251  2.957
H  -3.319  0.119  4.108
H  -2.130  0.594  2.893
H  -1.651  0.425  4.593
H  -4.049  -2.054  3.524
H  -3.007  -3.173  2.637
H  -3.406  -1.590  1.942
H  -2.482  -1.915  5.590
H  -0.738  -1.815  5.334
H  -1.639  -3.245  4.808
H  1.247  -1.483  3.941
H  0.409  0.073  3.928
H  3.712  0.090  -1.312
H  4.136  1.705  -0.759
H  3.174  3.932  -3.558
H  4.301  3.351  -2.314
H  3.654  4.993  -2.239
H  0.722  4.093  -3.154
H  1.041  5.300  -1.910
H  0.077  3.870  -1.538
H  3.412  3.446  0.198
H  1.655  3.426  0.449
H  2.464  4.911  -0.044
H  0.145  1.678  -3.929
H  1.030  0.988  -5.296
H  1.461  2.581  -4.678
H  0.801  -0.676  -2.747
H  2.515  -1.127  -2.707
H  1.661  -1.035  -4.245
H  3.810  2.025  -4.288
H  3.626  0.378  -4.885
H  4.312  0.656  -3.286
H  5.763  0.093  0.383
H  6.973  -1.057  2.208
H  5.797  -1.772  4.240
H  3.375  -1.394  4.507
H  -0.640  -2.884  -0.183
H  -1.816  -3.718  0.827
H  -0.388  -4.582  0.248
H  1.696  -2.374  0.704
H  1.833  -4.092  1.076
H  2.161  -2.899  2.333
H  -1.189  -4.455  3.149
H  0.344  -3.953  3.891
H  0.321  -5.188  2.627
Se  -1.884  2.474  -3.129
C  -1.108  3.142  -4.600
N  -0.546  3.556  -5.529
N  -1.776  1.146  -0.089
C  -2.818  0.665  -0.619
C  -4.129  1.349  -0.437
C  -5.211  1.104  -1.282
C  -6.444  1.681  -1.023
C  -6.611  2.514  0.073
C  -5.523  2.815  0.881
C  -4.290  2.245  0.619
C  -2.804  -0.632  -1.364
C  -3.760  -1.615  -1.114
C  -3.704  -2.831  -1.778
C  -2.711  -3.068  -2.718
C  -1.754  -2.095  -2.970
C  -1.789  -0.894  -2.280
H  -5.081  0.491  -2.163
H  -7.280  1.472  -1.678
H  -7.582  2.945  0.284
H  -5.634  3.493  1.718
H  -3.426  2.482  1.223
H  -4.551  -1.431  -0.398
H  -4.449  -3.589  -1.573
H  -2.693  -4.002  -3.264
H  -0.988  -2.262  -3.717
H  -1.076  -0.108  -2.502

---

Record 2
Below is a structure of composition C14H19N3O2 at a distorted geometry, with properties calculated with ωB97M-V/def2-TZVPD.

Properties
Relative energy (zero: lowest compared OMol25 entry of this formula, charge and spin) ... 1247.9 kJ/mol
Strongest force on any atom ... 0.280 Eh/bohr
Gap between HOMO and LUMO ... 8.3 eV
Multiplicity ... 1
LUMO level ... -0.54 eV

Positions of all 38 atoms, in Å:
N  -2.253  1.511  -1.956
C  -2.511  1.635  -0.684
N  -2.184  0.700  0.211
O  -1.349  -0.404  -0.418
C  -0.839  -1.266  0.310
O  -0.846  -1.158  1.712
C  0.006  -2.389  -0.124
H  -0.941  -3.401  -0.226
H  -0.043  -2.310  -1.285
C  1.102  -2.832  0.475
C  2.126  -1.939  0.553
C  3.464  -2.358  1.133
H  3.759  -1.358  1.703
C  4.522  -2.268  0.171
H  4.565  -3.293  -0.477
H  5.676  -1.993  0.572
C  4.186  -1.080  -1.002
H  4.696  -1.295  -1.876
H  4.131  -0.240  -0.564
C  2.652  -1.486  -0.908
H  2.064  -0.719  -1.534
H  2.535  -2.434  -1.474
H  3.333  -3.186  1.787
H  1.858  -0.874  1.039
H  1.308  -4.015  -0.031
H  0.815  -3.039  1.568
C  -3.029  2.805  -0.233
C  -3.058  2.966  1.286
C  -3.494  4.170  1.773
C  -4.433  4.925  0.880
N  -4.737  4.414  -0.386
C  -4.020  3.382  -0.997
H  -4.271  3.194  -1.868
H  -4.928  5.773  1.081
H  -3.440  4.482  2.695
H  -2.387  2.393  1.980
H  -2.459  2.186  -2.736
H  -1.574  0.801  -2.149

---

Record 3
Below is a cluster of 3 separate species, C17H26ClN2O3 in total at a distorted geometry, with properties calculated with ωB97M-V/def2-TZVPD.

Properties
Relative energy (zero: lowest compared OMol25 entry of this formula, charge and spin) ... 0.0 kJ/mol
Total charge ... +1
Strongest force on any atom ... 0.032 Eh/bohr
Gap between HOMO and LUMO ... 7.0 eV
Multiplicity ... 1
LUMO level ... -4.72 eV

Positions of all 49 atoms, in Å:
C  -3.625  -4.341  -0.583
C  -3.814  -3.086  -1.056
C  -3.006  -1.973  -0.519
C  -1.615  -2.043  -0.597
C  -0.889  -0.982  -0.095
C  0.598  -0.902  -0.139
C  -1.631  0.065  0.490
N  -2.930  0.135  0.569
N  -3.579  -0.896  0.035
C  -5.032  -0.803  0.097
C  -5.569  -1.685  1.219
O  -5.010  -1.839  2.250
Cl  -7.090  -2.463  0.840
H  -3.633  -4.549  0.484
H  -3.468  -5.180  -1.254
H  -4.589  -2.869  -1.789
H  -1.133  -2.894  -1.054
H  1.005  -1.730  -0.715
H  0.881  0.005  -0.676
H  1.061  -0.921  0.845
H  -1.082  0.904  0.906
H  -5.297  0.221  0.363
H  -5.506  -1.006  -0.859
C  5.599  -2.140  -1.732
C  4.720  -1.542  -2.827
C  3.339  -1.624  -2.192
O  3.530  -1.491  -0.779
C  4.928  -1.613  -0.473
H  6.646  -1.851  -1.803
H  5.545  -3.230  -1.762
H  4.994  -0.500  -2.999
H  4.779  -2.070  -3.777
H  2.870  -2.595  -2.391
H  2.668  -0.836  -2.541
H  5.309  -0.624  -0.203
H  5.049  -2.276  0.384
C  0.974  5.603  1.857
C  0.076  4.911  2.879
C  -0.741  3.984  1.992
O  0.097  3.627  0.885
C  1.257  4.474  0.878
H  1.880  6.026  2.284
H  0.425  6.405  1.359
H  0.684  4.330  3.575
H  -0.542  5.595  3.457
H  -1.630  4.488  1.600
H  -1.056  3.077  2.513
H  2.121  3.880  1.194
H  1.433  4.827  -0.138

---

Record 4
Below is a cluster of 4 separate species, C3H12O3 in total at a distorted geometry, with properties calculated with ωB97M-V/def2-TZVPD.

Properties
Relative energy (zero: lowest compared OMol25 entry of this formula, charge and spin) ... 120.1 kJ/mol
Strongest force on any atom ... 0.086 Eh/bohr
Gap between HOMO and LUMO ... 9.9 eV
Structure (SMILES) ... C=CC.O.O.O
Multiplicity ... 1
LUMO level ... 0.67 eV

Positions of all 18 atoms, in Å:
C  0.463  -2.299  0.332
C  0.283  -1.864  -0.954
C  0.469  -0.560  -1.531
H  0.329  -3.366  0.606
H  1.039  -1.532  0.965
H  -0.197  -2.556  -1.716
H  1.376  -0.850  -2.187
H  0.861  0.169  -0.883
H  -0.279  -0.129  -2.213
O  0.453  0.800  2.137
H  0.513  1.704  1.660
H  0.561  0.987  3.109
O  -0.234  3.208  0.472
H  -0.936  2.495  0.446
H  -0.085  3.256  -0.509
O  -1.591  0.505  -0.095
H  -1.721  -0.365  -0.479
H  -1.304  0.397  0.840